# 1
# C17H19N5O3

One molecule with the formula C17H19N5O3 in a non-equilibrium geometry (wB97M-V/def2-TZVPD, the OMol25 dataset).

Bonds (Å) are listed after each position.
Atoms and positions in Å:
1 N 0.45 -0.29 3.34  C2 1.408, H26 0.957, H27 0.991
2 C 0.54 -0.88 2.07  N1 1.408, C3 1.547, C13 1.562, H28 1.097
3 C 0.26 -2.40 2.12  C2 1.547, C4 1.473, H29 1.064, H30 1.213
4 C 0.79 -3.17 0.98  C3 1.473, C5 1.405, C12 1.438
5 C 2.07 -3.74 0.88  C4 1.405, N6 1.410, H31 1.113
6 N 2.22 -4.09 -0.47  C5 1.410, C7 1.371, H32 1.030
7 C 1.11 -3.71 -1.19  N6 1.371, C8 1.407, C12 1.396
8 C 0.82 -3.72 -2.57  C7 1.407, C9 1.423, H33 1.040
9 C -0.48 -3.47 -3.08  C8 1.423, C10 1.354, H34 1.084
10 C -1.45 -3.09 -2.21  C9 1.354, C11 1.441, H35 1.087
11 C -1.12 -2.84 -0.83  C10 1.441, C12 1.430, H36 1.078
12 C 0.15 -3.21 -0.30  C4 1.438, C7 1.396, C11 1.430
13 C -0.58 -0.12 1.31  C2 1.562, O14 1.260, N15 1.328
14 O -1.76 -0.50 1.54  C13 1.260
15 N -0.50 1.01 0.61  C13 1.328, C16 1.467, H37 1.060
16 C 0.67 1.82 0.26  N15 1.467, C17 1.588, C23 1.510, H38 1.112
17 C 0.43 2.41 -1.20  C16 1.588, C18 1.551, H39 1.180, H40 1.112
18 C -0.67 3.48 -0.95  C17 1.551, C19 1.352, N22 1.437
19 C -0.87 4.58 -1.70  C18 1.352, N20 1.369, H41 1.087
20 N -1.93 5.24 -1.14  C19 1.369, C21 1.400, H42 0.952
21 C -2.46 4.46 -0.11  N20 1.400, N22 1.294, H43 1.064
22 N -1.77 3.37 -0.04  C18 1.437, C21 1.294
23 C 0.94 2.82 1.35  C16 1.510, O24 1.213, O25 1.347
24 O 0.74 2.65 2.53  C23 1.213
25 O 1.56 3.90 0.83  C23 1.347, H44 0.991
26 H 0.52 0.66 3.23  N1 0.957
27 H -0.41 -0.54 3.77  N1 0.991
28 H 1.52 -0.56 1.68  C2 1.097
29 H 0.59 -2.91 3.00  C3 1.064
30 H -0.95 -2.46 2.17  C3 1.213
31 H 2.93 -3.78 1.59  C5 1.113
32 H 3.04 -4.40 -1.00  N6 1.030
33 H 1.53 -4.00 -3.27  C8 1.040
34 H -0.70 -3.50 -4.14  C9 1.084
35 H -2.46 -2.99 -2.58  C10 1.087
36 H -1.79 -2.45 -0.08  C11 1.078
37 H -1.46 1.43 0.45  N15 1.060
38 H 1.47 1.04 0.27  C16 1.112
39 H -0.04 1.53 -1.83  C17 1.180
40 H 1.25 2.88 -1.78  C17 1.112
41 H -0.28 4.92 -2.55  C19 1.087
42 H -2.39 6.03 -1.40  N20 0.952
43 H -3.19 4.79 0.59  C21 1.064
44 H 1.69 3.80 -0.15  O25 0.991

Highest occupied orbital energy ... -7.43 eV
SMILES ... N[C@@H](Cc1c[nH]c2ccccc12)C(=O)N[C@@H](Cc1c[nH]cn1)C(=O)O
Relative energy (zero: lowest compared OMol25 entry of this formula, charge and spin) ... 3.210 eV

natural (NBO) atomic charge list, values in e, 4 entries: number 1, N, carries -0.8055; number 2, C, carries -0.1106; number 3, C, carries -0.4377; number 4, C, carries -0.0766

# 2
# C17H19N5O5S

A 2-piece molecular cluster, C17H19N5O5S overall in a non-equilibrium geometry (wB97M-V/def2-TZVPD, the OMol25 dataset).

Bonds (Å) are listed after each position.
Atoms and positions in Å:
1 C -5.99 -0.88 0.02  N2 1.454, H16 1.094, H17 1.103, H18 1.097
2 N -5.25 -0.56 1.22  C1 1.454, C3 1.452, C4 1.412
3 C -5.88 -1.06 2.43  N2 1.452, H19 1.096, H20 1.097, H21 1.102
4 C -3.86 -0.33 1.18  N2 1.412, C5 1.424, C15 1.419
5 C -3.37 1.00 1.03  C4 1.424, C6 1.384, H22 1.098
6 C -2.01 1.24 0.97  C5 1.384, C7 1.408, H23 1.088
7 C -1.06 0.19 0.99  C6 1.408, C8 1.510, C14 1.401
8 C 0.40 0.55 0.95  C7 1.510, C9 1.437, O13 1.253
9 C 1.36 -0.38 0.41  C8 1.437, S10 1.717, H24 1.097
10 S 3.02 -0.29 0.81  C9 1.717, C11 1.805, C12 1.829
11 C 3.26 -1.20 2.35  S10 1.805, H25 1.096, H26 1.094, H27 1.095
12 C 3.69 -1.51 -0.37  S10 1.829, H28 1.098, H29 1.098, H30 1.097
13 O 0.76 1.69 1.33  C8 1.253
14 C -1.54 -1.11 1.16  C7 1.401, C15 1.397, H31 1.091
15 C -2.91 -1.38 1.26  C4 1.419, C14 1.397, H32 1.097
16 H -5.58 -0.33 -0.83  C1 1.094
17 H -5.96 -1.96 -0.21  C1 1.103
18 H -7.04 -0.61 0.16  C1 1.097
19 H -5.43 -0.58 3.31  C3 1.096
20 H -6.95 -0.81 2.40  C3 1.097
21 H -5.78 -2.15 2.53  C3 1.102
22 H -4.09 1.83 0.98  C5 1.098
23 H -1.65 2.27 0.92  C6 1.088
24 H 1.05 -1.32 -0.07  C9 1.097
25 H 4.34 -1.21 2.54  C11 1.096
26 H 2.74 -0.64 3.13  C11 1.094
27 H 2.86 -2.21 2.23  C11 1.095
28 H 4.78 -1.44 -0.35  C12 1.098
29 H 3.35 -2.50 -0.02  C12 1.098
30 H 3.31 -1.29 -1.38  C12 1.097
31 H -0.81 -1.92 1.24  C14 1.091
32 H -3.28 -2.41 1.38  C15 1.097
33 O -0.39 1.06 -1.84  N34 1.256
34 N 0.40 0.75 -2.76  O33 1.256, C35 1.433, O45 1.257
35 C 1.81 0.91 -2.58  N34 1.433, C36 1.408, C44 1.445
36 C 2.38 1.44 -1.41  C35 1.408, C37 1.378, H46 1.089
37 C 3.70 1.81 -1.56  C36 1.378, N38 1.399, C42 1.441
38 N 4.60 2.38 -0.66  C37 1.399, O39 1.219, O40 1.417
39 O 4.46 2.84 0.47  N38 1.219
40 O 5.87 2.41 -1.29  N38 1.417, N41 1.411
41 N 5.78 1.94 -2.61  O40 1.411, C42 1.374
42 C 4.46 1.56 -2.76  C37 1.441, N41 1.374, N43 1.334
43 N 3.90 1.06 -3.86  C42 1.334, C44 1.333
44 C 2.61 0.73 -3.77  C35 1.445, N43 1.333, H47 1.095
45 O 0.01 0.33 -3.88  N34 1.257
46 H 1.83 1.68 -0.50  C36 1.089
47 H 2.11 0.38 -4.68  C44 1.095

Highest occupied orbital energy ... -8.02 eV
Relative energy (zero: lowest compared OMol25 entry of this formula, charge and spin) ... 7.251 eV

natural (NBO) atomic charge list, values in e, 4 entries: number 1, C, carries -0.3910; number 2, N, carries -0.4953; number 3, C, carries -0.3926; number 4, C, carries 0.1828

| no. | DFT total energy (hartree) | Kohn-Sham gap (Ha) |
| --- | --- | --- |
| 1 | -1158.6729 | 0.2848 |
| 2 | -1707.0053 | 0.2192 |